Entry 1:
Here is a molecular structure, C10H16Cl2INOPPb from the OMol25 dataset. Energies are from ωB97M-V/def2-TZVPD.

Results
* total charge: +3
* ΔE to the lowest compared entry with this formula, charge and spin: 0.0 kcal per mole
* HOMO-LUMO gap (spin up / spin down): 2.901 / 2.972 eV
* largest force on an atom: 4.18 eV/A

Each line ends with the Mulliken charge.
Geometry (Å):
C: 0.11394 -4.93037 -3.13745  -0.756
I: 0.95683 -3.24922 -2.05172  0.360
H: -0.97306 -4.98214 -3.02699  0.331
H: 0.59164 -5.82440 -2.72804  0.331
H: 0.39595 -4.79002 -4.18504  0.325
Pb: -0.64655 -0.83810 -0.10302  1.048
P: -0.13778 1.39889 -1.88916  0.698
C: 1.35678 1.77599 -2.84952  -1.127
C: -1.28978 0.86202 -3.21772  -1.120
H: -1.75192 2.94719 -0.98357  0.363
H: -0.94643 3.63937 -2.43843  0.448
H: -0.09293 3.58882 -0.85742  0.403
C: -0.79773 3.06096 -1.51299  -1.125
H: -2.28518 0.69334 -2.77830  0.426
H: -1.34219 1.65097 -3.99233  0.428
H: 1.12798 2.44390 -3.69319  0.424
H: 1.79152 0.84803 -3.23506  0.396
H: -0.92227 -0.07825 -3.65788  0.391
H: 2.10003 2.25581 -2.20405  0.419
C: 2.14120 -0.30437 -0.43863  0.031
O: 3.27762 -0.40883 -0.36531  -0.055
Cl: -2.83094 0.52718 0.16714  -0.253
Cl: 0.00042 2.62954 5.05159  -0.056
C: 0.03346 1.13769 4.20454  0.123
C: 0.04059 -0.06011 4.92760  -0.217
C: 0.03581 -1.26004 4.23040  -0.821
C: 0.04076 -1.22697 2.84348  0.070
N: 0.00522 -0.08237 2.15334  -0.135
C: 0.01370 1.10508 2.80756  -0.285
H: 0.01405 -0.04566 6.00974  0.486
H: 0.01084 -2.22105 4.73476  0.425
H: 0.05287 -2.16713 2.29505  0.511
H: -0.00435 2.01935 2.23742  0.511

=====

Entry 2:
Here is 2 unconnected molecules or ions with the total composition C3H6N2 from the OMol25 dataset. Energies are from ωB97M-V/def2-TZVPD.

Results
* ΔE to the lowest compared entry with this formula, charge and spin: 38.1 kcal per mole
* HOMO-LUMO gap: 11.649 eV
* largest force on an atom: 1.33 eV/A

Each line ends with the Mulliken charge.
Geometry (Å):
C: -0.65954 1.03489 -1.28044  -0.968
C: -0.08404 0.39384 -0.05871  0.212
N: -0.63685 -0.44903 0.71472  -0.621
C: 2.83386 -1.93348 0.96480  -0.216
N: 1.74327 -1.67209 1.31081  -0.139
H: -0.03434 0.77653 -2.14322  0.265
H: -1.68417 0.70285 -1.47121  0.313
H: -0.63981 2.12555 -1.18516  0.277
H: 0.95303 0.65553 0.17722  0.341
H: 0.76663 -1.36279 1.40523  0.333
H: -1.59559 -0.66463 0.43774  0.202

=====

Entry 3:
Here is a single C7H9P molecule from the OMol25 dataset. Energies are from ωB97M-V/def2-TZVPD.

Results
* ΔE to the lowest compared entry with this formula, charge and spin: 24.7 kcal per mole
* HOMO-LUMO gap: 9.385 eV
* SMILES string: C1=[PH]=C2CCCC2=C1
* largest force on an atom: 4.42 eV/A

Each line ends with the Mulliken charge.
Geometry (Å):
C: 2.55252 0.74389 -0.44181  -0.465
P: 1.80781 0.98951 1.28410  -0.199
C: 0.34095 0.34323 0.65304  0.159
C: -1.18956 0.22236 1.25551  -0.449
C: -1.69399 -0.79836 0.30518  -0.565
C: -1.05708 -0.54958 -1.00214  -0.316
C: 0.34791 -0.04694 -0.61454  0.143
C: 1.60534 0.29935 -1.30839  -0.639
H: 3.46750 1.23548 -0.55408  0.455
H: 2.11977 -0.16565 1.85320  0.020
H: -1.32903 -0.15922 2.34065  0.270
H: -1.59198 1.20331 1.09329  0.285
H: -2.82536 -0.70441 0.19250  0.259
H: -1.62003 -1.88442 0.58657  0.278
H: -1.69922 0.30170 -1.47604  0.171
H: -0.90957 -1.43647 -1.73954  0.283
H: 1.67401 0.40621 -2.42752  0.309

=====

Entry 4:
Here is 2 unconnected molecules or ions with the total composition C4H12N2O2 from the OMol25 dataset. Energies are from ωB97M-V/def2-TZVPD.

Results
* ΔE to the lowest compared entry with this formula, charge and spin: 58.8 kcal per mole
* HOMO-LUMO gap: 9.076 eV
* SMILES string: NCCCC(N)=O.O
* largest force on an atom: 9.07 eV/A

Each line ends with the Mulliken charge.
Geometry (Å):
N: -0.62478 -0.95974 1.67813  -0.576
C: 0.77837 -1.05862 1.05566  -0.380
C: 1.50385 0.28987 1.13451  -0.730
C: 1.36433 1.22517 -0.08546  -0.561
C: 0.03757 0.90291 -0.67164  0.560
N: 0.07176 0.13408 -1.77604  -0.331
O: -1.02814 1.12500 -0.18044  -0.672
H: -1.05648 -1.87090 1.83156  0.177
H: -1.13943 -0.22512 1.53549  0.212
H: 0.65619 -1.21081 0.00618  0.334
H: 1.43410 -1.94097 1.44254  0.326
H: 2.61954 0.12225 1.23022  0.259
H: 1.38450 0.89496 2.04192  0.450
H: 2.16794 1.21185 -0.74726  0.436
H: 1.20364 2.26177 0.43833  0.195
H: -0.87874 0.01317 -2.23155  0.210
H: 0.80794 0.01426 -2.30139  0.117
O: -2.83140 -0.47594 -1.50337  -0.616
H: -3.63167 -0.73550 -1.90630  0.283
H: -2.83909 0.28232 -0.99107  0.306